No. 1
{
  "formula": "C6H8N2S",
  "method": "ωB97M-V with the def2-TZVPD basis set",
  "e_homo_ev": -8.083,
  "smiles": "Cc1cnc(C)c(=S)[nH]1",
  "lumo_energy_ev": -0.19,
  "charge": 0,
  "e_above_lowest_kcal_mol": 1.7,
  "species": ["C", "C", "C", "N", "C", "C", "C", "S", "N", "H", "H", "H", "H", "H", "H", "H", "H"],
  "xyz": [[2.4380, 1.4488, -0.4232], [1.2204, 0.5580, -0.2369], [0.7907, -0.3270, -1.1954], [-0.4319, -1.0498, -1.0849], [-1.2257, -0.8403, -0.0476], [-2.5218, -1.5662, 0.0662], [-0.8203, 0.1218, 1.0130], [-1.7458, 0.3775, 2.3594], [0.4478, 0.6976, 0.9245], [3.0023, 1.1393, -1.2775], [3.1365, 1.3545, 0.4250], [2.1553, 2.5430, -0.4630], [1.3307, -0.4781, -2.1063], [-2.7871, -2.1195, -0.8314], [-3.3306, -0.8695, 0.3294], [-2.4049, -2.3064, 0.8612], [0.7464, 1.3163, 1.6875]],
  "atomic_forces_ev_per_a": [[-0.58, 0.55, 1.43], [-0.30, -0.13, -0.27], [-1.64, 0.08, 1.53], [0.44, 0.92, 1.01], [2.07, 0.82, -1.44], [-0.13, 0.01, 0.25], [0.55, -0.28, 0.81], [0.01, 0.19, 0.00], [-0.54, -0.54, -1.60], [0.08, 0.03, -0.71], [-0.31, -0.02, -0.09], [0.21, -1.22, -0.22], [0.22, -0.03, -0.25], [0.30, 0.23, -0.21], [0.27, -0.32, 0.06], [-0.27, 0.14, 0.21], [-0.37, -0.43, -0.52]]
}

No. 2
{
  "formula": "C50H50N10",
  "method": "ωB97M-V with the def2-TZVPD basis set",
  "e_homo_ev": -9.302,
  "smiles": "c1ccncc1.c1ccncc1.c1ccncc1.c1ccncc1.c1ccncc1.c1ccncc1.c1ccncc1.c1ccncc1.c1ccncc1.c1ccncc1",
  "lumo_energy_ev": 0.51,
  "charge": 0,
  "e_above_lowest_kcal_mol": 89.9,
  "species": ["C", "C", "C", "N", "C", "C", "H", "H", "H", "H", "H", "C", "C", "C", "N", "C", "C", "H", "H", "H", "H", "H", "C", "C", "C", "N", "C", "C", "H", "H", "H", "H", "H", "C", "C", "C", "N", "C", "C", "H", "H", "H", "H", "H", "C", "C", "C", "N", "C", "C", "H", "H", "H", "H", "H", "C", "C", "C", "N", "C", "C", "H", "H", "H", "H", "H", "C", "C", "C", "N", "C", "C", "H", "H", "H", "H", "H", "C", "C", "C", "N", "C", "C", "H", "H", "H", "H", "H", "C", "C", "C", "N", "C", "C", "H", "H", "H", "H", "H", "C", "C", "C", "N", "C", "C", "H", "H", "H", "H", "H"],
  "xyz": [[5.1587, 1.8130, -3.0823], [5.2876, 2.8809, -3.9710], [4.1170, 3.5977, -4.1832], [2.8429, 3.3094, -3.7538], [2.7967, 2.2661, -2.9278], [3.8951, 1.5163, -2.5371], [6.0055, 1.2501, -2.7183], [6.2264, 3.1877, -4.4078], [4.1616, 4.5573, -4.6766], [1.8078, 2.2582, -2.4937], [3.7192, 0.7108, -1.8396], [2.1913, -0.7389, -4.9988], [2.3905, -0.6430, -6.3719], [1.3876, -1.0560, -7.2711], [0.1419, -1.3074, -6.8501], [-0.1679, -1.0609, -5.5648], [0.8076, -0.8495, -4.5845], [3.0458, -0.7204, -4.3385], [3.4277, -0.5139, -6.6439], [1.6982, -1.0418, -8.3054], [-1.1759, -1.2766, -5.2428], [0.5201, -1.0027, -3.5547], [4.6153, 1.4820, 3.1493], [4.7351, 2.3799, 4.2420], [4.3265, 3.6788, 4.1285], [3.7274, 4.1262, 2.9738], [3.6353, 3.2828, 1.9474], [3.9936, 1.9377, 2.0044], [4.9901, 0.4740, 3.2491], [5.2133, 2.0626, 5.1568], [4.4547, 4.3817, 4.9384], [3.2295, 3.7318, 1.0530], [3.8738, 1.2583, 1.1734], [-5.8892, 1.4063, 2.6517], [-4.7311, 0.8196, 3.1531], [-3.7195, 0.3429, 2.3028], [-3.8417, 0.5325, 0.9808], [-4.9658, 1.0313, 0.4473], [-6.0561, 1.4661, 1.2498], [-6.6262, 1.7284, 3.3723], [-4.7250, 0.6799, 4.2240], [-2.8413, -0.1476, 2.6962], [-4.9446, 1.1517, -0.6258], [-6.8611, 2.0538, 0.8339], [-0.8802, -1.1916, 0.7227], [-0.1839, -1.9927, -0.2392], [0.9976, -1.4488, -0.8129], [1.4993, -0.2191, -0.5560], [0.8411, 0.5764, 0.3838], [-0.3069, 0.0838, 1.0032], [-1.8616, -1.3937, 1.1257], [-0.6503, -2.8927, -0.6117], [1.6801, -2.0518, -1.3933], [1.3099, 1.5354, 0.5479], [-0.8535, 0.7978, 1.6014], [-2.0318, 2.6555, 4.8834], [-1.7879, 3.9591, 5.2725], [-1.8288, 4.2420, 6.6104], [-2.1959, 3.3112, 7.6032], [-2.4544, 2.0640, 7.1150], [-2.3222, 1.6746, 5.7555], [-1.9153, 2.5067, 3.8201], [-1.6386, 4.7194, 4.5202], [-1.7628, 5.2529, 6.9849], [-2.7602, 1.3978, 7.9081], [-2.6381, 0.7412, 5.3135], [5.8950, -3.7952, -4.3507], [6.2010, -4.5607, -3.1948], [5.1676, -4.9371, -2.3598], [3.8721, -4.4598, -2.4798], [3.7016, -3.6653, -3.6394], [4.6587, -3.2491, -4.5575], [6.6297, -3.4793, -5.0765], [7.2589, -4.7735, -3.1501], [5.4262, -5.5838, -1.5344], [2.6458, -3.4772, -3.7671], [4.2982, -2.7645, -5.4528], [-0.9137, 3.6834, -0.8722], [0.2315, 4.2365, -0.3480], [0.3001, 4.3217, 1.0572], [-0.7500, 4.0219, 1.8685], [-1.7803, 3.3735, 1.3874], [-1.9353, 3.2797, 0.0109], [-1.0953, 3.5508, -1.9285], [1.0779, 4.5849, -0.9213], [1.1444, 4.6178, 1.6621], [-2.6433, 3.0400, 1.9446], [-2.8469, 2.9004, -0.4267], [-2.8242, -6.0879, 4.1257], [-1.7861, -5.4147, 3.4494], [-1.7875, -4.0067, 3.5024], [-2.6804, -3.2759, 4.2349], [-3.6781, -3.9470, 4.9018], [-3.7444, -5.3402, 4.8752], [-2.9230, -7.1403, 3.9041], [-1.0774, -6.0185, 2.9020], [-1.0328, -3.3765, 3.0555], [-4.3407, -3.2584, 5.4049], [-4.5636, -5.8729, 5.3350], [-5.0186, -3.0286, -2.6693], [-4.3978, -2.2960, -1.6247], [-3.4846, -1.2928, -1.9704], [-3.0667, -1.0779, -3.2764], [-3.6330, -1.9472, -4.1997], [-4.5842, -2.9468, -3.9530], [-5.8510, -3.6929, -2.4898], [-4.8302, -2.2838, -0.6351], [-3.0888, -0.5320, -1.3139], [-3.3121, -1.7936, -5.2195], [-4.9723, -3.5590, -4.7537]],
  "atomic_forces_ev_per_a": [[-0.79, -0.27, 0.44], [-1.10, -0.36, 0.85], [-1.33, 0.67, -0.42], [2.92, 0.16, -0.16], [-0.64, 1.09, -0.01], [0.44, 0.02, -0.44], [0.18, -0.11, -0.24], [0.00, 0.05, 0.09], [0.13, -0.03, -0.53], [-0.10, -1.24, 0.34], [0.21, -0.05, 0.15], [-2.87, 0.31, -0.28], [0.33, -1.25, 0.74], [0.31, 1.27, 1.69], [0.02, 0.76, -0.75], [1.49, -1.03, 0.08], [1.74, -0.56, -0.73], [-0.23, 0.24, 0.32], [-0.01, 0.18, -0.70], [-0.68, -0.55, -0.35], [-0.14, 0.25, -0.14], [0.05, 0.48, 0.18], [-0.38, 1.01, 1.02], [0.64, -1.01, -0.45], [-1.18, 0.14, -1.89], [1.01, -0.18, 0.88], [-0.31, 0.33, 0.76], [0.69, -0.25, 0.11], [-0.10, -0.09, -0.08], [0.04, -0.13, 0.07], [-0.16, 0.14, -0.03], [-0.13, -0.18, -0.25], [-0.11, 0.16, -0.25], [0.54, -0.68, -1.30], [-0.18, -0.55, 0.08], [-1.84, 1.19, -0.27], [0.22, -0.74, -0.15], [-0.30, 0.45, 1.79], [1.47, 0.52, 0.52], [-0.21, 0.22, -0.25], [0.53, -0.02, 0.10], [0.19, 0.00, -0.07], [-0.24, -0.03, -0.15], [-0.27, -0.41, -0.23], [2.15, 1.04, -1.76], [-0.58, 1.90, 0.91], [-0.05, 0.73, 1.29], [-1.11, 0.20, 1.50], [0.35, -3.02, -1.93], [-0.36, 0.08, -0.22], [0.08, -0.44, -0.01], [0.36, -0.29, 0.09], [-0.33, -0.23, -0.53], [-0.35, 0.15, 0.19], [-0.06, -0.16, 0.42], [0.95, 1.15, -1.75], [-0.03, 0.23, 0.51], [-1.40, -1.07, 2.09], [0.49, -0.23, -3.17], [0.59, 1.18, 0.47], [-1.05, 0.00, 1.44], [-0.23, -0.54, -0.05], [0.27, 0.06, 0.07], [0.37, 0.09, 0.02], [-0.08, -0.44, -0.19], [0.25, -0.49, 0.68], [0.85, 0.71, 0.56], [-0.28, 1.12, -2.44], [-1.04, 1.22, 0.21], [2.45, 0.53, -2.98], [-0.86, -1.61, 2.80], [-1.51, -1.63, 0.86], [0.62, -0.43, 0.15], [-0.13, -0.72, 0.75], [-0.46, -0.05, 0.31], [-0.07, 0.57, -0.20], [0.39, 0.30, -0.02], [-1.29, -0.16, 0.60], [0.69, -0.10, 1.58], [-1.65, -0.08, 0.33], [1.69, -0.72, 0.91], [-0.85, 1.00, -2.38], [0.62, -0.28, -1.20], [0.22, 0.17, -0.14], [-0.02, -0.14, -0.28], [0.35, 0.51, -0.54], [0.20, 0.16, 0.84], [-0.04, -0.29, 0.13], [0.54, 1.49, -0.72], [-1.21, 0.47, 0.64], [-0.75, 0.10, 1.53], [-0.40, -1.61, -0.30], [2.29, 0.32, -1.33], [-0.26, -0.29, -0.44], [-0.16, -0.18, 0.62], [0.18, 0.36, -0.21], [0.20, -0.25, -0.35], [-0.33, -0.45, 0.27], [-0.10, 0.13, 0.23], [0.08, -0.38, 1.69], [-0.72, 1.01, -1.15], [0.27, -0.07, -2.38], [-2.04, -2.50, 0.12], [1.04, 1.13, 0.93], [1.15, 1.39, -0.32], [0.00, -0.13, 0.51], [0.19, -0.30, 0.18], [-0.02, -0.35, 0.61], [0.16, 0.10, -0.14], [-0.07, 0.10, -0.02]]
}

No. 3
{
  "formula": "C25H47Br18NO2S",
  "method": "ωB97M-V with the def2-TZVPD basis set",
  "e_homo_ev": -9.644,
  "smiles": "CC(C)CC(=O)OCN=C=S.BrCCBr.BrCCBr.BrCCBr.BrCCBr.BrCCBr.BrCCBr.BrCCBr.BrCCBr.BrCCBr",
  "lumo_energy_ev": -0.45,
  "charge": 0,
  "species": ["C", "C", "C", "C", "C", "O", "O", "C", "N", "C", "S", "H", "H", "H", "H", "H", "H", "H", "H", "H", "H", "H", "Br", "C", "C", "Br", "H", "H", "H", "H", "Br", "C", "C", "Br", "H", "H", "H", "H", "Br", "C", "C", "Br", "H", "H", "H", "H", "Br", "C", "C", "Br", "H", "H", "H", "H", "Br", "C", "C", "Br", "H", "H", "H", "H", "Br", "C", "C", "Br", "H", "H", "H", "H", "Br", "C", "C", "Br", "H", "H", "H", "H", "Br", "C", "C", "Br", "H", "H", "H", "H", "Br", "C", "C", "Br", "H", "H", "H", "H"],
  "xyz": [[-0.6429, 0.7673, -1.8847], [-0.0970, -0.0347, -3.1983], [1.3935, 0.4989, -3.4528], [-0.2048, -1.5819, -2.8258], [0.5969, -2.5602, -3.7784], [1.1519, -2.2640, -4.8487], [0.6281, -3.9413, -3.3567], [1.7907, -4.6118, -3.8823], [3.0979, -4.0767, -3.3757], [3.0525, -3.9460, -2.0820], [3.0947, -3.1392, -0.6192], [-1.4704, 0.1041, -1.4530], [0.2199, 0.7374, -1.1387], [-1.0208, 1.8080, -2.1253], [-0.7897, 0.2972, -4.0475], [1.4847, 0.7513, -4.5716], [1.5381, 1.4958, -2.9069], [2.2076, -0.2370, -3.1591], [-1.3179, -1.8656, -2.9370], [0.0245, -1.7335, -1.7078], [1.7255, -5.6977, -3.5021], [1.7858, -4.7095, -5.0271], [0.1754, 2.7589, 1.4346], [-1.5437, 2.9227, 2.3389], [-2.5442, 1.9370, 1.7902], [-3.2382, 2.5177, 0.0654], [-1.8584, 3.9608, 2.2363], [-1.3358, 2.7128, 3.3891], [-3.4171, 1.8728, 2.4418], [-2.1311, 0.9391, 1.6451], [2.4177, 3.6697, -5.1158], [3.5659, 3.3673, -6.6609], [4.6653, 2.3851, -6.3420], [6.0766, 3.2195, -5.2880], [3.9366, 4.3417, -6.9771], [2.9053, 2.9673, -7.4315], [5.1556, 2.0472, -7.2561], [4.3188, 1.5185, -5.7795], [-7.0086, 1.9004, 1.1365], [-8.1915, 2.9082, -0.0395], [-7.4275, 3.5253, -1.1833], [-6.4388, 5.1013, -0.6028], [-8.7069, 3.6416, 0.5797], [-8.9141, 2.1788, -0.4084], [-8.1117, 3.8866, -1.9527], [-6.7058, 2.8461, -1.6363], [6.2661, -5.6527, 4.6330], [5.3959, -5.0584, 2.9932], [5.6705, -3.6006, 2.7251], [4.5900, -2.4528, 3.8729], [4.3353, -5.2857, 3.0961], [5.8210, -5.6796, 2.2052], [5.3815, -3.3366, 1.7067], [6.7113, -3.3212, 2.8862], [-9.2985, 6.3360, -4.9591], [-7.4904, 6.8968, -4.4946], [-6.4641, 6.2120, -5.3622], [-6.1818, 4.3681, -4.7997], [-7.3584, 6.6956, -3.4315], [-7.4759, 7.9749, -4.6608], [-5.4906, 6.6932, -5.2578], [-6.7390, 6.1841, -6.4161], [0.6291, 1.0250, 4.8980], [1.2102, -0.3672, 6.1314], [1.1176, -1.7313, 5.4946], [-0.7260, -2.3610, 5.4383], [0.6040, -0.2699, 7.0316], [2.2465, -0.1221, 6.3685], [1.6522, -2.4717, 6.0915], [1.4934, -1.7568, 4.4720], [8.2895, -5.9812, 1.1267], [8.8577, -7.3773, 2.3623], [8.7656, -8.7413, 1.7261], [6.9204, -9.3653, 1.6564], [8.2456, -7.2772, 3.2580], [9.8934, -7.1361, 2.6065], [9.2937, -9.4822, 2.3279], [9.1489, -8.7682, 0.7065], [-0.1140, 5.9831, -2.2483], [-0.6253, 6.8906, -0.6023], [-1.9985, 6.4635, -0.1495], [-3.3907, 7.3167, -1.2135], [-0.5464, 7.9608, -0.7906], [0.1290, 6.5984, 0.1300], [-2.1845, 6.7892, 0.8753], [-2.1600, 5.3875, -0.2188], [-1.9094, -5.5427, 7.2284], [-3.6398, -4.9349, 7.8864], [-3.7438, -3.4306, 7.8445], [-2.7490, -2.6107, 9.3062], [-3.7621, -5.3475, 8.8873], [-4.3732, -5.3894, 7.2187], [-4.7771, -3.1126, 7.9908], [-3.3629, -2.9980, 6.9196]],
  "atomic_forces_ev_per_a": [[0.22, -1.83, -0.42], [0.18, 1.17, 1.26], [-0.51, 0.49, -1.02], [-0.83, -0.15, -0.46], [0.91, 0.08, -2.04], [-1.76, -0.49, 3.47], [1.07, 2.00, -0.42], [-0.34, -2.57, -1.03], [-1.71, -0.40, 5.67], [0.98, 3.06, -2.38], [-0.11, -2.45, -3.13], [0.79, 1.31, -0.39], [-1.26, 0.44, -0.82], [0.64, -1.31, 0.43], [1.11, -0.98, 0.95], [0.19, -0.58, 1.69], [-0.11, -1.51, -0.66], [-1.07, 0.90, -0.30], [1.64, 0.19, 0.17], [0.05, -0.01, -1.83], [-0.19, 1.73, -0.51], [0.16, 0.81, 1.82], [-0.08, 0.16, -0.01], [0.24, -0.14, 0.13], [-0.29, 0.06, -0.04], [0.06, 0.02, 0.02], [-0.05, -0.18, -0.04], [-0.08, -0.03, -0.10], [0.10, 0.05, -0.02], [0.05, 0.18, 0.06], [0.09, 0.15, -0.08], [-0.29, -0.09, 0.02], [0.26, 0.04, -0.10], [-0.08, -0.08, 0.02], [0.04, -0.17, 0.07], [0.11, -0.02, 0.07], [-0.10, 0.06, 0.05], [-0.04, 0.17, -0.06], [-0.09, 0.06, 0.06], [-0.03, -0.28, 0.00], [-0.10, 0.30, -0.07], [0.04, -0.10, -0.09], [0.13, -0.04, -0.13], [0.09, 0.08, -0.02], [0.03, -0.07, 0.08], [-0.11, 0.05, 0.13], [-0.10, 0.02, 0.01], [0.06, -0.18, -0.05], [-0.15, 0.08, -0.13], [0.07, 0.03, 0.02], [0.13, 0.14, 0.03], [-0.06, 0.13, 0.07], [0.00, -0.11, 0.08], [-0.14, -0.13, 0.03], [0.05, -0.04, 0.10], [-0.15, 0.18, -0.10], [0.24, -0.06, 0.14], [-0.04, 0.01, -0.09], [0.07, -0.04, -0.16], [0.05, -0.11, -0.02], [-0.12, -0.01, 0.05], [-0.05, 0.02, 0.18], [0.00, -0.02, 0.04], [0.15, 0.14, -0.06], [-0.09, -0.17, 0.16], [0.09, 0.06, -0.14], [0.04, -0.11, -0.15], [-0.08, -0.08, -0.06], [-0.03, 0.11, -0.02], [-0.05, 0.09, 0.15], [0.09, -0.03, 0.00], [0.22, 0.09, -0.03], [-0.11, -0.20, 0.11], [0.07, 0.06, -0.08], [0.03, -0.06, -0.16], [-0.08, -0.07, -0.06], [-0.03, 0.13, -0.01], [-0.05, 0.09, 0.15], [-0.01, 0.09, 0.00], [0.22, -0.21, -0.02], [-0.14, 0.15, 0.13], [0.03, -0.07, 0.01], [-0.11, -0.15, 0.03], [-0.13, -0.02, -0.02], [0.07, 0.01, -0.09], [0.09, 0.13, -0.06], [-0.09, -0.06, 0.13], [0.06, -0.15, -0.25], [-0.13, 0.13, 0.23], [0.02, 0.00, -0.13], [0.02, 0.16, -0.11], [0.04, 0.11, 0.06], [0.08, -0.09, -0.02], [0.00, -0.14, 0.12]]
}